{
  "formula": "C6H4N4",
  "method": "ωB97M-V/def2-TZVPD",
  "multiplicity": 1,
  "lumo_ev": 0.16,
  "relative_energy_kcal_mol": 51.74,
  "homo_ha": -0.394,
  "total_charge": 0,
  "smiles": "[H]/N=C(/C)C(C#N)(C#N)C#N",
  "species": ["N", "C", "N", "C", "C", "H", "H", "H", "N", "C", "C", "N", "H", "C"],
  "xyz": [[-1.3370, 1.1696, 1.0067], [-1.5148, -0.6482, -1.3065], [1.7224, -0.1335, -2.2792], [0.8338, -0.2543, -1.6039], [0.9959, 0.9703, 1.0049], [-2.3013, 0.7964, 0.8886], [1.3993, -0.0187, 1.4659], [1.7386, 1.0469, 0.2006], [0.4253, -2.6766, 0.5453], [0.1173, -1.7017, 0.0473], [-0.3534, 0.6433, 0.5630], [-2.6118, -0.3968, -1.5288], [1.0954, 1.7545, 1.7678], [-0.2097, -0.5512, -0.7718]],
  "forces_ev_per_angstrom": [[-3.632, -0.148, 1.378], [-1.282, 0.868, -0.422], [2.611, 0.633, -1.978], [0.017, 0.242, -0.617], [2.665, -2.151, 0.899], [0.902, 0.497, -0.695], [-0.684, 1.493, -0.238], [-0.403, 0.629, 0.030], [0.274, -0.931, 0.937], [-0.052, -0.279, -0.978], [2.293, -0.097, -2.080], [-0.266, -0.437, -0.243], [-0.370, -0.252, -0.516], [-2.075, -0.065, 4.524]]
}